Record 1
{"formula": "C23H34N2O2", "method": "ωB97M-V/def2-TZVPD", "lumo_ha": 0.0170, "e_above_lowest_ev": 0.146, "orbital_gap_ev": 9.183, "e_homo_ev": -8.720, "smiles": "Cc1ccc(C(C)(C)NC(=O)[C@@H]2CCC(=O)N(CC3CCCCC3)C2)cc1", "elements": ["O", "O", "N", "N", "C", "C", "C", "C", "C", "C", "C", "C", "C", "C", "C", "C", "C", "C", "C", "C", "C", "C", "C", "C", "C", "C", "C", "H", "H", "H", "H", "H", "H", "H", "H", "H", "H", "H", "H", "H", "H", "H", "H", "H", "H", "H", "H", "H", "H", "H", "H", "H", "H", "H", "H", "H", "H", "H", "H", "H", "H"], "xyz": [[-3.808, -2.667, -0.895], [2.105, -1.571, -1.103], [-2.233, -1.301, -0.017], [2.022, -1.389, 1.147], [-0.848, -0.906, -0.038], [-4.704, 2.772, 1.475], [-4.492, 2.344, -0.983], [-1.601, -2.672, -1.872], [-3.129, -0.724, 0.957], [2.497, 1.320, 0.466], [-3.460, 0.745, 0.660], [1.503, -1.695, -0.059], [3.719, 2.750, -1.038], [-0.299, -3.080, -1.174], [3.812, 3.994, -1.867], [4.659, 0.658, -0.282], [-4.148, 0.885, -0.698], [4.751, 1.822, -1.024], [-2.671, -2.239, -0.892], [3.536, -0.474, 2.801], [3.527, 0.386, 0.471], [2.588, 2.479, -0.279], [4.376, -1.968, 0.971], [-5.386, 2.907, 0.117], [3.379, -0.862, 1.327], [-4.361, 1.312, 1.757], [0.044, -2.159, 0.003], [-4.996, 2.422, -1.948], [3.224, 4.798, -1.430], [-5.281, 0.726, 1.802], [0.518, -3.037, -1.897], [5.391, -1.669, 1.217], [-6.331, 2.359, 0.131], [-2.685, -0.810, 1.956], [-2.527, 1.321, 0.640], [5.482, -0.038, -0.307], [-5.611, 3.957, -0.084], [-4.044, -1.320, 0.925], [1.770, 3.186, -0.270], [-0.140, -2.673, 0.952], [4.844, 4.321, -1.963], [-1.409, -1.830, -2.543], [5.641, 2.009, -1.607], [4.136, -2.866, 1.537], [-3.572, 2.931, -1.037], [4.522, -0.049, 2.963], [1.488, -1.575, 1.980], [3.426, 3.800, -2.869], [3.426, -1.349, 3.439], [-5.059, 0.284, -0.701], [-3.497, 0.498, -1.485], [-1.990, -3.496, -2.469], [-3.864, 1.229, 2.727], [-5.358, 3.156, 2.261], [4.308, -2.196, -0.089], [-3.789, 3.368, 1.481], [-0.385, -4.108, -0.820], [1.603, 1.136, 1.046], [-0.609, -0.329, -0.940], [-0.655, -0.273, 0.831], [2.794, 0.269, 3.084]]}

---

Record 2
{"formula": "C19H25BFNbO3PS", "method": "ωB97M-V/def2-TZVPD", "lumo_ha": 0.0215, "total_charge": -1, "e_above_lowest_ev": 0.000, "orbital_gap_ev": 4.900, "e_homo_ev": -4.315, "elements": ["Nb", "S", "P", "F", "O", "O", "O", "C", "C", "C", "C", "C", "C", "C", "C", "C", "C", "C", "C", "C", "C", "C", "C", "C", "C", "C", "B", "H", "H", "H", "H", "H", "H", "H", "H", "H", "H", "H", "H", "H", "H", "H", "H", "H", "H", "H", "H", "H", "H", "H", "H", "H"], "xyz": [[-2.541, 3.269, -0.714], [-2.207, 5.296, -3.507], [-1.071, 5.072, -1.892], [-6.619, 2.481, 0.970], [2.077, -1.637, 0.428], [-0.530, 4.894, 1.321], [3.403, -6.701, -0.763], [1.581, -2.934, -3.501], [2.972, -3.689, 1.192], [3.128, -5.550, -0.502], [-3.994, 4.889, -0.101], [-6.096, 3.435, 0.075], [3.692, -4.037, 3.453], [3.170, -3.205, 2.478], [-5.157, 4.397, 0.787], [-0.062, 2.488, 1.803], [2.466, -5.075, -2.849], [3.821, -5.840, 1.867], [1.718, -2.471, -2.205], [3.305, -5.008, 0.881], [0.583, 1.374, 0.955], [2.236, -3.310, -1.225], [2.396, -2.771, 0.160], [2.601, -4.619, -1.543], [1.961, -4.233, -3.824], [4.014, -5.355, 3.148], [-0.868, 3.575, 1.001], [0.814, 1.722, -0.052], [2.907, -2.178, 2.691], [3.848, -3.659, 4.455], [-6.961, 3.959, -0.341], [-0.087, 0.523, 0.842], [1.177, -2.281, -4.263], [-0.818, 6.279, -1.217], [0.712, 2.986, 2.400], [1.507, 1.007, 1.402], [-3.451, 5.656, 0.473], [-5.732, 5.264, 1.128], [-0.768, 2.030, 2.506], [4.066, -6.861, 1.607], [4.417, -6.004, 3.915], [1.858, -4.588, -4.841], [2.760, -6.090, -3.078], [-4.784, 3.883, 1.676], [-5.587, 2.899, -0.728], [1.428, -1.465, -1.931], [-3.686, 2.418, -1.922], [0.233, 4.693, -2.229], [-1.261, 2.206, -1.529], [-1.289, 5.438, 1.568], [-2.868, 2.030, 0.552], [-4.412, 5.397, -0.978]]}

---

Record 3
{"formula": "C14H11ClN2O3", "method": "ωB97M-V/def2-TZVPD", "lumo_ha": 0.0085, "e_above_lowest_ev": 0.590, "orbital_gap_ev": 9.237, "e_homo_ev": -9.005, "smiles": "O=C(COC(=O)c1ccccn1)Nc1cccc(Cl)c1", "elements": ["Cl", "O", "O", "O", "N", "N", "C", "C", "C", "C", "C", "C", "C", "C", "C", "C", "C", "C", "C", "C", "H", "H", "H", "H", "H", "H", "H", "H", "H", "H", "H"], "xyz": [[4.892, 1.271, 0.910], [-1.095, -0.602, -2.031], [-1.879, 2.502, -0.545], [-1.543, 2.858, 1.600], [0.278, 1.010, -1.169], [-2.900, -0.071, 0.489], [-2.014, -2.080, 1.411], [2.465, 1.025, -0.220], [3.785, -0.987, -0.072], [2.758, -1.687, -0.679], [-2.977, -1.369, 0.709], [1.440, 0.308, -0.833], [-1.769, 2.066, 0.726], [-1.858, 0.590, 0.979], [-0.902, 0.522, -1.634], [1.589, -1.056, -1.064], [-2.015, 1.579, -1.614], [3.626, 0.372, 0.151], [-0.934, -1.387, 1.934], [-0.856, -0.020, 1.731], [-0.164, -1.901, 2.490], [-0.042, 0.568, 2.125], [0.296, 1.994, -0.927], [-2.979, 1.064, -1.574], [-2.110, -3.146, 1.544], [-3.847, -1.857, 0.293], [-1.963, 2.183, -2.524], [2.357, 2.083, -0.032], [2.870, -2.745, -0.859], [0.795, -1.607, -1.537], [4.696, -1.481, 0.224]]}

---

Record 4
{"formula": "C6H13N", "method": "ωB97M-V/def2-TZVPD", "lumo_ha": 0.0438, "e_above_lowest_ev": 1.729, "orbital_gap_ev": 9.603, "e_homo_ev": -8.411, "smiles": "C/C=C/CCCN", "elements": ["N", "C", "C", "C", "C", "C", "C", "H", "H", "H", "H", "H", "H", "H", "H", "H", "H", "H", "H", "H"], "xyz": [[-2.295, -1.114, -0.147], [-1.150, -0.901, -1.032], [-0.276, 1.477, -0.284], [0.411, 0.584, 0.739], [1.738, 0.551, 0.859], [2.576, -0.559, 1.395], [-0.973, 0.582, -1.330], [3.517, -0.724, 0.869], [2.974, -0.376, 2.410], [-2.510, -2.086, 0.002], [-3.126, -0.574, -0.326], [-0.555, 0.792, -2.311], [-0.347, 0.118, 1.364], [2.006, -1.479, 1.530], [2.295, 1.474, 0.725], [-0.276, -1.385, -0.595], [-0.965, 2.061, 0.327], [-2.036, 0.822, -1.481], [-1.375, -1.473, -1.942], [0.366, 2.207, -0.771]]}

---

Record 5
{"formula": "C4H7N3O", "method": "ωB97M-V/def2-TZVPD", "lumo_ha": 0.0240, "e_above_lowest_ev": 3.606, "orbital_gap_ev": 10.207, "e_homo_ev": -9.555, "smiles": "[H]/N=C\\N(O)/C(C=C)=N\\[H]", "elements": ["O", "N", "N", "N", "C", "C", "C", "C", "H", "H", "H", "H", "H", "H", "H"], "xyz": [[-1.669, 0.790, -0.054], [-0.323, 0.594, -0.401], [1.735, 0.507, 0.805], [1.180, 1.235, -2.216], [-0.069, -0.914, 1.492], [0.106, 1.317, -1.578], [-0.759, -1.950, 1.045], [0.542, 0.180, 0.598], [-1.077, -2.744, 1.702], [-2.174, 0.028, -0.377], [0.186, -0.802, 2.535], [-0.991, -2.085, -0.002], [-0.692, 1.941, -1.976], [1.898, 0.633, -1.820], [2.107, 1.270, 0.248]]}